[1]
Computed, not measured: C37H52Cl3N7O5RbS as an isolated structure, with wB97M-V/def2-TZVPD.

Results
- HOMO-LUMO gap: 7.400 eV
- F_max: 0.6 eV/Å
- Relative energy (zero: lowest compared OMol25 entry of this formula, charge and spin): 1.5 kJ/mol
- HOMO level: -0.20504 Eh
- Charge: -1

XYZ file:
```
106
C37H52Cl3N7O5RbS, DFT wB97M-V/def2-TZVPD
Rb -3.40 -0.96 0.41
C 3.19 0.35 1.24
C 1.83 0.38 1.93
C 1.57 1.78 2.50
C 0.52 1.90 3.61
C 0.48 3.37 4.04
C 0.87 1.03 4.82
N -0.81 1.45 3.06
C -1.99 1.74 3.92
C -2.76 2.96 3.43
N -3.49 2.65 2.22
C -4.73 1.95 2.57
C -5.18 0.87 1.57
O -5.13 1.16 0.35
O -5.48 -0.24 2.07
C -3.58 3.78 1.26
C -4.98 4.37 1.13
C -3.04 3.45 -0.14
C -1.52 3.43 -0.42
C -0.79 4.57 0.28
C -1.38 3.61 -1.94
N -0.96 2.13 0.04
C 0.32 1.76 -0.57
C 0.69 0.31 -0.28
N 0.71 -0.11 1.11
C 0.54 -1.54 1.27
C -0.09 -1.94 2.62
O 0.23 -3.02 3.10
O -0.92 -1.10 3.12
H 3.98 0.57 1.96
H 3.25 1.08 0.43
H 3.40 -0.64 0.82
H 1.89 -0.31 2.78
H 1.30 2.46 1.70
H 2.51 2.15 2.93
H 1.45 3.63 4.45
H -0.27 3.56 4.81
H 0.29 4.03 3.19
H 1.92 1.20 5.08
H 0.71 -0.03 4.61
H 0.27 1.29 5.69
H -0.95 1.81 2.09
H -0.77 0.35 2.94
H -1.65 1.86 4.94
H -2.62 0.85 3.89
H -2.05 3.76 3.24
H -3.41 3.31 4.25
H -5.57 2.64 2.74
H -4.57 1.43 3.51
H -2.95 4.58 1.67
H -5.66 3.65 0.66
H -4.94 5.26 0.50
H -5.39 4.67 2.10
H -3.45 4.23 -0.80
H -3.50 2.51 -0.47
H -1.22 5.53 0.00
H 0.27 4.58 -0.01
H -0.84 4.47 1.36
H -1.89 4.52 -2.26
H -1.81 2.76 -2.47
H -0.33 3.71 -2.25
H -1.60 1.41 -0.30
H 1.11 2.46 -0.25
H 0.28 1.81 -1.66
H 1.64 0.10 -0.81
H -0.06 -0.30 -0.78
H 1.48 -2.11 1.17
H -0.13 -1.91 0.49
N -2.02 -0.87 -2.93
C -2.08 -0.06 -2.09
Cl 3.92 -3.60 -8.19
C 3.16 -3.64 -6.62
C 3.33 -4.74 -5.80
C 2.73 -4.73 -4.56
C 1.97 -3.66 -4.11
C 1.38 -3.72 -2.71
C -0.14 -3.85 -2.74
N -0.70 -4.00 -1.41
C -0.21 -4.72 -0.34
C -1.09 -4.51 0.68
N -2.12 -3.70 0.25
C -1.84 -3.42 -1.00
O 1.71 -2.60 -1.91
C 2.90 -2.76 -1.16
C 4.12 -2.87 -2.03
C 4.97 -3.92 -2.07
Cl 4.89 -5.37 -1.14
S 6.21 -3.74 -3.25
C 5.57 -2.22 -3.72
C 4.48 -1.88 -2.99
C 1.81 -2.57 -4.96
Cl 0.89 -1.18 -4.50
C 2.40 -2.55 -6.22
H 3.93 -5.57 -6.13
H 2.88 -5.57 -3.90
H 1.79 -4.62 -2.24
H -0.39 -4.72 -3.37
H -0.60 -2.96 -3.18
H 0.71 -5.28 -0.38
H -1.02 -4.85 1.70
H -2.39 -2.77 -1.67
H 2.82 -3.62 -0.50
H 2.96 -1.86 -0.54
H 6.04 -1.66 -4.52
H 3.91 -0.97 -3.14
H 2.27 -1.70 -6.87
```



[2]
Computed, not measured: C31H39GeO6Re as an isolated structure, with wB97M-V/def2-TZVPD.

Results
- ⟨S²⟩: 0.950
- HOMO-LUMO gap (spin up / spin down): 7.782 / 7.267 eV
- F_max: 0.8 eV/Å
- Multiplicity: 2
- Relative energy (zero: lowest compared OMol25 entry of this formula, charge and spin): 0.0 kJ/mol
- HOMO level (spin up / spin down): -0.35674 / -0.34328 Eh
- Charge: +1

XYZ file:
```
78
C31H39GeO6Re, DFT wB97M-V/def2-TZVPD
Re -0.36 -0.31 -0.68
C 3.14 0.72 -1.32
C 2.65 -0.66 -1.83
O 1.59 -1.27 -1.05
C 2.00 -2.01 0.10
C 1.92 -1.13 1.31
O 0.60 -0.57 1.42
C -0.27 -1.19 2.36
C -0.94 -2.41 1.77
O -1.39 -2.10 0.46
C -2.80 -1.85 0.29
C -3.14 -0.41 0.56
O -2.40 0.39 -0.37
C -2.58 1.82 -0.21
C -1.73 2.37 0.91
O -0.38 1.96 0.78
C 0.50 2.85 0.08
C 1.23 2.16 -1.06
O 2.25 1.36 -0.43
H 3.33 1.35 -2.20
H 4.07 0.60 -0.78
H 3.48 -1.36 -1.86
H 2.24 -0.59 -2.83
H 3.01 -2.40 -0.03
H 1.31 -2.85 0.16
H 2.58 -0.28 1.21
H 2.18 -1.69 2.21
H -1.00 -0.43 2.62
H 0.28 -1.46 3.27
H -1.76 -2.75 2.41
H -0.23 -3.24 1.68
H -3.38 -2.49 0.96
H -3.02 -2.10 -0.74
H -2.88 -0.12 1.58
H -4.21 -0.25 0.40
H -3.64 2.02 -0.03
H -2.29 2.25 -1.16
H -2.07 2.02 1.89
H -1.82 3.46 0.91
H 1.24 3.22 0.79
H -0.06 3.70 -0.31
H 1.74 2.94 -1.65
H 1.02 0.84 -2.65
C 0.33 1.27 -1.92
Ge -0.68 2.17 -3.36
C -1.74 0.80 -4.24
C -1.32 0.15 -5.40
C -2.13 -0.78 -6.04
C -3.39 -1.07 -5.53
C -3.83 -0.43 -4.38
C -3.02 0.50 -3.75
C 0.76 2.82 -4.52
C 0.90 4.17 -4.80
C 1.98 4.65 -5.53
C 2.96 3.78 -5.98
C 2.84 2.42 -5.71
C 1.76 1.95 -4.98
C -1.91 3.69 -3.20
C -2.67 3.91 -4.36
C -3.53 4.99 -4.46
C -3.65 5.89 -3.40
C -2.90 5.70 -2.25
C -2.04 4.61 -2.16
H -0.35 0.38 -5.83
H -1.79 -1.27 -6.94
H -4.03 -1.78 -6.04
H -4.82 -0.64 -3.99
H -3.39 1.00 -2.86
H 0.14 4.87 -4.47
H 2.07 5.71 -5.73
H 3.80 4.15 -6.55
H 3.59 1.73 -6.07
H 1.69 0.88 -4.78
H -2.59 3.22 -5.19
H -4.10 5.14 -5.36
H -4.32 6.74 -3.48
H -2.99 6.39 -1.43
H -1.47 4.50 -1.25
```



[3]
Computed, not measured: one molecule with the formula C12H20N4O3, with wB97M-V/def2-TZVPD.

Results
- SMILES: CC(C)C[C@H](N)C(=O)N[C@@H](Cc1c[nH]cn1)C(=O)O
- HOMO-LUMO gap: 9.355 eV
- F_max: 4.9 eV/Å
- Relative energy (zero: lowest compared OMol25 entry of this formula, charge and spin): 325.9 kJ/mol
- HOMO level: -0.32285 Eh

XYZ file:
```
39
C12H20N4O3, DFT wB97M-V/def2-TZVPD
C 2.14 1.75 0.50
C 2.00 0.29 0.79
C 3.06 -0.16 1.62
C 2.07 -0.31 -0.61
C 1.40 -1.69 -0.80
N 1.74 -2.13 -2.08
C -0.18 -1.61 -0.60
O -0.78 -1.42 -1.62
N -0.71 -1.63 0.63
C -2.02 -1.14 1.17
C -1.97 0.41 1.35
C -1.82 1.16 0.09
C -2.80 1.96 -0.39
N -2.18 2.72 -1.28
C -0.93 2.36 -1.44
N -0.68 1.33 -0.54
C -3.27 -1.55 0.39
O -4.41 -1.26 0.77
O -3.03 -2.09 -0.78
H 1.38 2.11 -0.14
H 2.24 2.22 1.41
H 2.97 1.94 -0.10
H 1.09 0.11 1.41
H 4.10 -0.06 1.29
H 3.07 -1.19 1.82
H 2.98 0.29 2.68
H 3.13 -0.44 -0.95
H 1.70 0.55 -1.36
H 1.89 -2.17 -0.04
H 1.47 -1.48 -2.83
H 1.28 -2.98 -2.22
H -0.16 -1.87 1.45
H -2.11 -1.70 2.09
H -2.68 0.94 2.03
H -0.95 0.46 1.78
H -3.88 1.88 -0.30
H -2.60 3.49 -1.81
H -0.34 2.95 -2.11
H -2.19 -2.02 -1.29
```



[4]
Computed, not measured: C48H39F3NO5PRhSTe as an isolated structure, with wB97M-V/def2-TZVPD.

Results
- ⟨S²⟩: 6.053
- HOMO-LUMO gap (spin up / spin down): 7.868 / 6.116 eV
- F_max: 3.8 eV/Å
- Multiplicity: 5
- Relative energy (zero: lowest compared OMol25 entry of this formula, charge and spin): 181.5 kJ/mol
- HOMO level (spin up / spin down): -0.39429 / -0.41906 Eh
- Charge: +1

XYZ file:
```
100
C48H39F3NO5PRhSTe, DFT wB97M-V/def2-TZVPD
Rh -1.49 -0.55 0.14
C 3.56 3.79 2.76
C 3.04 2.54 2.11
C 3.37 1.22 2.46
C 2.60 0.17 1.98
C 3.09 -1.22 2.12
O 3.97 -1.61 1.36
C 2.65 -2.17 3.15
C 1.42 -2.18 3.82
C 1.14 -3.12 4.82
C 2.08 -4.05 5.21
C 3.31 -4.07 4.52
C 3.57 -3.22 3.44
C 1.39 0.38 1.18
O 0.57 -0.54 1.09
C 1.19 1.76 0.75
C 2.01 2.74 1.21
C 0.32 2.17 -0.41
N -0.52 1.29 -0.86
C -1.21 1.55 -2.15
C -2.53 2.14 -1.97
Te -3.66 1.16 -0.48
C -3.26 2.77 0.87
C -4.22 3.80 0.84
C -3.89 4.98 1.47
C -2.66 5.04 2.18
C -1.89 3.95 2.42
C -2.23 2.73 1.74
C 0.71 3.37 -1.09
C -0.14 4.42 -1.19
C 0.23 5.60 -1.82
C 1.40 5.71 -2.52
C 2.23 4.55 -2.56
C 1.88 3.41 -1.90
H 3.84 4.69 2.15
H 4.32 3.45 3.43
H 2.74 4.19 3.34
H 4.16 1.06 3.20
H 0.76 -1.29 3.62
H 0.25 -2.93 5.40
H 1.95 -4.68 6.05
H 4.01 -4.88 4.76
H 4.38 -3.46 2.80
H 1.85 3.78 0.91
H -1.30 0.55 -2.60
H -0.64 2.14 -2.83
H -3.03 2.08 -2.93
H -2.53 3.14 -1.56
H -5.15 3.71 0.26
H -4.53 5.85 1.49
H -2.28 5.87 2.75
H -1.04 4.03 3.09
H -1.74 1.83 2.02
H -1.05 4.44 -0.57
H -0.55 6.40 -1.87
H 1.67 6.64 -3.00
H 3.18 4.61 -3.13
H 2.45 2.51 -1.95
F -1.89 -3.43 3.41
C -2.78 -2.54 3.92
F -3.93 -3.15 4.24
F -2.35 -1.96 5.06
S -3.01 -1.20 2.63
O -4.24 -0.58 2.98
O -2.89 -1.92 1.28
O -1.84 -0.32 2.77
C 0.18 -6.22 -0.38
C -0.69 -5.43 0.32
C -1.06 -4.21 -0.11
C -0.44 -3.69 -1.23
C 0.55 -4.41 -1.91
C 0.77 -5.76 -1.56
P -0.82 -1.96 -1.67
C 0.82 -1.31 -2.22
C 1.96 -1.60 -1.40
C 3.14 -0.90 -1.60
C 3.24 0.07 -2.57
C 2.15 0.32 -3.42
C 0.95 -0.34 -3.22
C -1.78 -2.00 -3.23
C -1.23 -2.40 -4.45
C -2.12 -2.48 -5.51
C -3.47 -2.10 -5.38
C -3.97 -1.74 -4.16
C -3.08 -1.68 -3.10
H 0.37 -7.23 -0.01
H -1.15 -5.82 1.29
H -1.69 -3.49 0.37
H 1.14 -3.98 -2.67
H 1.47 -6.40 -1.99
H 2.04 -2.31 -0.63
H 4.03 -1.18 -1.04
H 4.13 0.67 -2.71
H 2.19 1.15 -4.15
H 0.18 -0.16 -3.92
H -0.19 -2.66 -4.58
H -1.80 -2.82 -6.49
H -4.12 -2.11 -6.31
H -5.05 -1.43 -4.09
H -3.45 -1.49 -2.07
```



[5]
Computed, not measured: C27H28CuNO6S2 as an isolated structure, with wB97M-V/def2-TZVPD.

Results
- ⟨S²⟩: 0.753
- HOMO-LUMO gap (spin up / spin down): 9.566 / 7.231 eV
- F_max: 0.8 eV/Å
- Multiplicity: 2
- Relative energy (zero: lowest compared OMol25 entry of this formula, charge and spin): 19.1 kJ/mol
- HOMO level (spin up / spin down): -0.42498 / -0.42447 Eh
- Charge: +1

XYZ file:
```
65
C27H28CuNO6S2, DFT wB97M-V/def2-TZVPD
Cu 0.61 -1.09 0.43
C 2.18 -2.87 0.75
C 3.40 -2.22 0.53
C 3.87 -2.06 -0.76
C 3.13 -2.53 -1.84
C 1.91 -3.14 -1.64
C 1.42 -3.29 -0.34
H 1.84 -3.08 1.75
H 3.99 -1.87 1.38
H 4.82 -1.57 -0.93
H 3.51 -2.40 -2.85
H 1.32 -3.49 -2.48
H 0.49 -3.82 -0.17
O 0.44 -0.78 -1.47
S 0.08 0.50 -2.21
C -1.43 0.11 -3.07
C -2.14 -1.03 -2.72
C -3.34 -1.29 -3.37
C -3.81 -0.42 -4.34
C -3.09 0.72 -4.67
C -1.89 0.99 -4.03
C 1.21 0.50 -3.59
C 1.27 -0.57 -4.47
C 2.20 -0.54 -5.50
C 3.05 0.56 -5.63
C 2.98 1.62 -4.75
C 2.06 1.59 -3.71
H -1.77 -1.68 -1.93
H -3.91 -2.17 -3.10
H -4.74 -0.63 -4.85
H -3.46 1.40 -5.43
H -1.32 1.88 -4.29
H 0.58 -1.40 -4.36
H 2.26 -1.36 -6.20
H 3.76 0.58 -6.44
H 3.64 2.47 -4.86
H 1.99 2.41 -3.00
N 2.41 1.54 4.61
C 1.40 0.53 4.31
C 1.59 0.02 2.90
O 0.93 -0.90 2.44
O 2.49 0.65 2.19
H 3.12 1.21 5.24
H 2.01 2.38 5.00
H 2.85 1.35 2.81
H 0.39 0.95 4.33
H 1.39 -0.32 5.00
C -3.42 2.18 6.31
C -2.96 1.71 4.96
C -2.42 0.44 4.78
C -2.02 0.00 3.52
C -2.17 0.84 2.44
C -2.72 2.11 2.58
C -3.10 2.54 3.84
S -1.65 0.31 0.84
O -1.57 -1.16 0.86
O -2.49 0.93 -0.15
O -0.19 0.72 0.70
H -3.15 1.47 7.09
H -4.50 2.30 6.33
H -2.98 3.15 6.56
H -2.33 -0.22 5.63
H -1.62 -1.00 3.39
H -2.85 2.74 1.71
H -3.53 3.53 3.95
```



[6]
Computed, not measured: a 15-piece molecular cluster, H30O15 overall, with wB97M-V/def2-TZVPD.

Results
- HOMO-LUMO gap: 9.919 eV
- F_max: 4.3 eV/Å
- Relative energy (zero: lowest compared OMol25 entry of this formula, charge and spin): 510.4 kJ/mol
- HOMO level: -0.39298 Eh

XYZ file:
```
45
H30O15, DFT wB97M-V/def2-TZVPD
H 0.25 -0.11 -0.59
H -0.61 0.77 0.53
H 1.73 3.65 -0.25
H 2.95 3.15 0.50
H -1.27 -1.55 -3.22
H -1.26 -1.35 -1.72
H 2.35 -1.64 -2.36
H 2.44 -0.43 -3.15
H -3.58 2.93 -1.96
H -3.15 2.01 -0.97
H -4.62 0.06 -1.28
H -4.54 -0.29 0.20
H 3.66 -0.05 -1.92
H 3.22 1.40 -2.36
H -3.16 3.14 3.45
H -2.96 3.41 1.92
H -0.51 -1.54 -4.85
H 1.00 -1.42 -4.76
H -0.63 1.73 5.17
H -1.50 1.26 4.04
H 3.07 -0.63 1.45
H 4.35 -0.21 2.08
H 2.97 -2.62 3.60
H 2.89 -2.39 2.10
H 1.57 -2.33 -0.83
H 2.58 -3.24 -0.40
H -2.13 -3.17 1.78
H -3.48 -3.68 1.37
H 0.05 3.44 1.78
H 1.26 3.35 2.65
O -0.63 0.06 -0.20
O 2.54 3.17 -0.46
O -1.68 -1.88 -2.42
O 2.34 -1.35 -3.33
O -3.70 2.73 -1.02
O -5.13 -0.20 -0.57
O 3.71 0.92 -1.67
O -3.51 3.02 2.52
O 0.27 -2.00 -4.51
O -1.40 2.01 4.67
O 3.73 0.03 1.36
O 3.40 -2.83 2.81
O 1.67 -3.24 -0.80
O -2.57 -3.63 1.06
O 0.59 2.73 2.30
```



[7]
Computed, not measured: one molecule with the formula C2H5NO3, with wB97M-V/def2-TZVPD.

Results
- SMILES: CNOC(=O)O
- HOMO-LUMO gap: 10.719 eV
- F_max: 1.4 eV/Å
- Relative energy (zero: lowest compared OMol25 entry of this formula, charge and spin): 176.8 kJ/mol
- HOMO level: -0.37159 Eh

XYZ file:
```
11
C2H5NO3, DFT wB97M-V/def2-TZVPD
C 0.59 1.39 -0.50
N -0.49 0.49 -0.85
O -0.83 -0.43 0.29
C 0.02 -1.47 0.39
O 1.01 -1.61 -0.26
O -0.35 -2.26 1.40
H 0.43 1.93 0.44
H 1.52 0.82 -0.45
H 0.65 2.11 -1.32
H -1.37 0.99 -0.91
H -1.18 -1.96 1.78
```



[8]
Computed, not measured: one molecule with the formula C6H6S2, with wB97M-V/def2-TZVPD.

Results
- SMILES: C#CC(=S)CCC=S
- HOMO-LUMO gap: 7.742 eV
- F_max: 1.8 eV/Å
- Relative energy (zero: lowest compared OMol25 entry of this formula, charge and spin): 204.6 kJ/mol
- HOMO level: -0.32176 Eh

XYZ file:
```
14
C6H6S2, DFT wB97M-V/def2-TZVPD
C 0.31 2.55 0.09
C 0.86 1.50 -0.15
C 1.49 0.25 -0.27
S 2.91 0.03 -1.03
C 0.75 -0.93 0.34
C -0.67 -1.24 -0.17
C -1.63 -0.13 0.09
S -2.58 0.38 -1.10
H -0.01 3.53 0.32
H 1.27 -1.89 0.21
H 0.63 -0.67 1.43
H -0.65 -1.56 -1.24
H -0.99 -2.11 0.36
H -1.68 0.28 1.12
```



What did the fifth record say?
Computed, not measured: C27H28CuNO6S2 as an isolated structure, with wB97M-V/def2-TZVPD.

Results
- ⟨S²⟩: 0.753
- HOMO-LUMO gap (spin up / spin down): 9.566 / 7.231 eV
- F_max: 0.8 eV/Å
- Multiplicity: 2
- Relative energy (zero: lowest compared OMol25 entry of this formula, charge and spin): 19.1 kJ/mol
- HOMO level (spin up / spin down): -0.42498 / -0.42447 Eh
- Charge: +1

XYZ file:
```
65
C27H28CuNO6S2, DFT wB97M-V/def2-TZVPD
Cu 0.61 -1.09 0.43
C 2.18 -2.87 0.75
C 3.40 -2.22 0.53
C 3.87 -2.06 -0.76
C 3.13 -2.53 -1.84
C 1.91 -3.14 -1.64
C 1.42 -3.29 -0.34
H 1.84 -3.08 1.75
H 3.99 -1.87 1.38
H 4.82 -1.57 -0.93
H 3.51 -2.40 -2.85
H 1.32 -3.49 -2.48
H 0.49 -3.82 -0.17
O 0.44 -0.78 -1.47
S 0.08 0.50 -2.21
C -1.43 0.11 -3.07
C -2.14 -1.03 -2.72
C -3.34 -1.29 -3.37
C -3.81 -0.42 -4.34
C -3.09 0.72 -4.67
C -1.89 0.99 -4.03
C 1.21 0.50 -3.59
C 1.27 -0.57 -4.47
C 2.20 -0.54 -5.50
C 3.05 0.56 -5.63
C 2.98 1.62 -4.75
C 2.06 1.59 -3.71
H -1.77 -1.68 -1.93
H -3.91 -2.17 -3.10
H -4.74 -0.63 -4.85
H -3.46 1.40 -5.43
H -1.32 1.88 -4.29
H 0.58 -1.40 -4.36
H 2.26 -1.36 -6.20
H 3.76 0.58 -6.44
H 3.64 2.47 -4.86
H 1.99 2.41 -3.00
N 2.41 1.54 4.61
C 1.40 0.53 4.31
C 1.59 0.02 2.90
O 0.93 -0.90 2.44
O 2.49 0.65 2.19
H 3.12 1.21 5.24
H 2.01 2.38 5.00
H 2.85 1.35 2.81
H 0.39 0.95 4.33
H 1.39 -0.32 5.00
C -3.42 2.18 6.31
C -2.96 1.71 4.96
C -2.42 0.44 4.78
C -2.02 0.00 3.52
C -2.17 0.84 2.44
C -2.72 2.11 2.58
C -3.10 2.54 3.84
S -1.65 0.31 0.84
O -1.57 -1.16 0.86
O -2.49 0.93 -0.15
O -0.19 0.72 0.70
H -3.15 1.47 7.09
H -4.50 2.30 6.33
H -2.98 3.15 6.56
H -2.33 -0.22 5.63
H -1.62 -1.00 3.39
H -2.85 2.74 1.71
H -3.53 3.53 3.95
```